C27H34AuO3Se3Si as an isolated structure, computed with ωB97M-V/def2-TZVPD.

Cartesian coordinates (Å):
1 Au 1.262 -1.112 -1.533
2 O 1.489 -6.986 -2.796
3 C 0.450 -6.186 -2.226
4 C 0.571 -4.720 -2.674
5 C 0.468 -4.796 -4.216
6 O 0.353 -3.556 -4.876
7 C 1.925 -4.205 -2.133
8 Se 2.704 -2.524 -2.805
9 C -0.594 -4.008 -1.969
10 Se -1.048 -2.127 -2.331
11 H 1.439 -7.864 -2.412
12 H 0.495 -6.224 -1.131
13 H -0.529 -6.567 -2.542
14 H -0.412 -5.416 -4.451
15 H 1.355 -5.339 -4.558
16 H 0.583 -3.673 -5.800
17 H 2.682 -4.969 -2.303
18 H 1.829 -4.059 -1.059
19 H -0.417 -4.049 -0.893
20 H -1.523 -4.551 -2.167
21 C 0.713 0.891 4.138
22 C 1.223 0.488 2.749
23 C 1.747 -0.953 2.821
24 C 2.374 1.411 2.331
25 Si -0.105 0.547 1.379
26 O 0.513 0.001 0.035
27 C -0.742 2.309 1.077
28 C -1.024 3.266 2.057
29 C -1.511 4.526 1.724
30 C -1.743 4.853 0.393
31 C -1.476 3.917 -0.597
32 C -0.976 2.666 -0.256
33 C -1.608 -0.472 1.934
34 C -1.548 -1.869 1.866
35 C -2.641 -2.660 2.194
36 C -3.831 -2.066 2.594
37 C -3.919 -0.683 2.659
38 C -2.818 0.101 2.330
39 H 1.479 0.682 4.896
40 H -0.191 0.339 4.409
41 H 0.487 1.959 4.191
42 H 2.621 -1.005 3.483
43 H 2.044 -1.316 1.833
44 H 0.985 -1.631 3.217
45 H 3.200 1.353 3.052
46 H 2.046 2.455 2.275
47 H 2.758 1.129 1.346
48 H -0.870 3.032 3.105
49 H -1.708 5.253 2.504
50 H -2.130 5.831 0.135
51 H -1.649 4.164 -1.639
52 H -0.747 1.940 -1.032
53 H -0.635 -2.342 1.519
54 H -2.568 -3.739 2.127
55 H -4.691 -2.679 2.839
56 H -4.850 -0.213 2.956
57 H -2.910 1.182 2.372
58 Se 1.941 2.053 -2.445
59 C 1.372 3.797 -1.995
60 C 0.689 4.579 -2.931
61 C 0.288 5.866 -2.605
62 C 0.549 6.377 -1.338
63 C 1.206 5.594 -0.396
64 C 1.618 4.312 -0.719
65 H 0.464 4.162 -3.904
66 H -0.235 6.470 -3.337
67 H 0.229 7.379 -1.081
68 H 1.391 5.985 0.598
69 H 2.110 3.689 0.017

## Properties
multiplicity = 3
LUMO level (spin up / spin down) = 0.0923 / 0.0254 hartree
energy relative to the best compared isomer or geometry (same formula, charge and spin) = 0.108 eV
total charge = -1
HOMO level (spin up / spin down) = -3.834 / -4.271 eV

C27H34BrF12N9O6S3SbSn as an isolated structure at a distorted geometry, computed with ωB97M-V/def2-TZVPD.

Cartesian coordinates (Å):
1 Sn -0.236 0.398 0.166
2 O 3.784 1.685 -0.582
3 C 4.250 1.023 -1.675
4 C 5.513 1.361 -2.148
5 C 6.053 0.703 -3.240
6 C 5.342 -0.304 -3.879
7 C 4.078 -0.635 -3.415
8 C 3.524 0.013 -2.320
9 C 2.157 -0.460 -1.829
10 O 1.485 0.546 -1.164
11 N 2.319 -1.651 -0.971
12 N 1.835 -1.632 0.248
13 C 1.821 -2.691 0.954
14 C 1.269 -2.648 2.287
15 Br 0.896 -0.871 2.883
16 C 1.014 -3.640 3.131
17 C 1.123 -5.079 2.821
18 C 1.559 -5.948 3.823
19 C 1.709 -7.302 3.570
20 C 1.390 -7.813 2.318
21 C 0.906 -6.965 1.332
22 C 0.767 -5.606 1.579
23 H 2.856 1.415 -0.475
24 H 6.057 2.144 -1.633
25 H 7.038 0.980 -3.596
26 H 5.763 -0.822 -4.733
27 H 3.508 -1.420 -3.904
28 H 1.608 -0.791 -2.718
29 H 2.535 -2.531 -1.415
30 H 2.198 -3.640 0.587
31 H 0.712 -3.384 4.141
32 H 1.811 -5.546 4.799
33 H 2.064 -7.963 4.352
34 H 1.500 -8.872 2.120
35 H 0.608 -7.362 0.369
36 H 0.318 -4.968 0.822
37 F -3.775 -0.341 -3.879
38 C -2.552 -0.639 -4.269
39 F -2.473 -1.837 -4.797
40 F -2.175 0.237 -5.196
41 S -1.339 -0.457 -2.803
42 O -2.037 0.010 -1.610
43 O -0.548 -1.679 -2.613
44 N -0.353 0.666 -3.301
45 S -0.877 2.101 -2.888
46 O -2.243 2.387 -3.251
47 O -0.565 2.443 -1.485
48 C 0.186 3.160 -3.945
49 F -0.032 4.421 -3.598
50 F -0.153 2.975 -5.212
51 F 1.459 2.853 -3.764
52 C -0.741 3.584 1.385
53 N -0.467 4.831 2.085
54 C 0.951 5.169 1.892
55 N 1.836 4.120 2.410
56 C 1.547 2.878 1.711
57 N 0.120 2.470 1.880
58 C -0.134 2.321 3.339
59 N 0.140 3.555 4.060
60 C -0.708 4.621 3.515
61 C 1.545 3.930 3.835
62 H -0.563 3.718 0.320
63 H -1.782 3.303 1.544
64 H 1.167 6.105 2.406
65 H 1.142 5.294 0.825
66 H 2.181 2.085 2.113
67 H 1.759 2.998 0.646
68 H 0.511 1.535 3.730
69 H -1.174 2.028 3.487
70 H -0.498 5.547 4.051
71 H -1.755 4.352 3.664
72 H 2.193 3.146 4.230
73 H 1.747 4.861 4.364
74 C -6.468 0.481 0.760
75 N -5.063 0.115 0.932
76 C -3.982 0.766 0.509
77 S -2.564 0.509 1.469
78 N -4.014 1.623 -0.498
79 C -5.023 1.658 -1.564
80 H -6.991 0.243 1.683
81 H -6.936 -0.068 -0.056
82 H -6.564 1.547 0.584
83 H -4.860 -0.600 1.612
84 H -3.122 2.016 -0.756
85 H -5.433 0.665 -1.734
86 H -4.521 1.984 -2.469
87 H -5.822 2.359 -1.336
88 F -0.690 -1.647 0.068
89 Sb -1.603 -3.052 -1.097
90 F -1.608 -4.365 0.265
91 F -3.025 -2.372 0.006
92 F -1.702 -4.429 -2.380
93 F -2.950 -2.384 -2.323
94 F 0.266 -3.524 -1.161

## Properties
multiplicity = 2
LUMO level (spin up / spin down) = -0.0038 / -0.1001 hartree
energy relative to the best compared isomer or geometry (same formula, charge and spin) = 2.784 eV
HOMO level (spin up / spin down) = -7.600 / -7.601 eV

C27H34BrN5O2PtS2Si as an isolated structure at a distorted geometry, computed with ωB97M-V/def2-TZVPD.

Cartesian coordinates (Å):
1 Pt 0.334 -0.100 -0.530
2 O 1.234 -2.001 2.714
3 C 1.746 -1.065 3.579
4 C 1.902 -1.430 4.910
5 C 2.460 -0.544 5.815
6 C 2.864 0.721 5.404
7 C 2.691 1.088 4.082
8 C 2.109 0.216 3.163
9 C 1.928 0.725 1.755
10 O 1.778 -0.286 0.777
11 N 0.794 1.622 1.731
12 N 0.071 1.713 0.612
13 C -0.975 2.452 0.545
14 C -1.831 2.484 -0.617
15 Br -1.121 1.533 -2.117
16 C -3.055 3.007 -0.753
17 C -3.801 3.821 0.209
18 C -5.193 3.706 0.201
19 C -5.962 4.422 1.102
20 C -5.351 5.282 2.004
21 C -3.970 5.437 1.991
22 C -3.198 4.716 1.097
23 H 1.431 -1.686 1.815
24 H 1.627 -2.434 5.205
25 H 2.606 -0.851 6.842
26 H 3.325 1.406 6.102
27 H 3.011 2.072 3.754
28 H 2.828 1.304 1.507
29 H 0.582 2.200 2.532
30 H -1.281 3.027 1.413
31 H -3.589 2.767 -1.666
32 H -5.669 3.035 -0.504
33 H -7.039 4.325 1.089
34 H -5.951 5.853 2.699
35 H -3.498 6.139 2.665
36 H -2.135 4.910 1.039
37 C -0.037 -1.607 -5.845
38 Si 1.596 -2.323 -5.293
39 C 1.390 -4.016 -4.543
40 C 2.820 -2.341 -6.687
41 C 2.205 -1.064 -3.984
42 C 3.205 -0.129 -4.261
43 C 3.560 0.870 -3.353
44 C 2.871 0.969 -2.166
45 N 1.909 0.084 -1.887
46 C 1.611 -0.902 -2.743
47 S 0.352 -1.879 -1.989
48 H -0.509 -2.256 -6.585
49 H 0.113 -0.628 -6.305
50 H -0.731 -1.494 -5.009
51 H 1.360 -4.751 -5.350
52 H 0.466 -4.119 -3.972
53 H 2.227 -4.278 -3.893
54 H 2.506 -3.087 -7.420
55 H 3.824 -2.615 -6.355
56 H 2.878 -1.382 -7.205
57 H 3.723 -0.181 -5.211
58 H 4.357 1.567 -3.567
59 H 3.078 1.732 -1.429
60 C -0.248 -4.348 1.823
61 N -0.595 -3.133 1.092
62 C -1.186 -2.082 1.635
63 S -1.610 -0.683 0.647
64 N -1.545 -2.115 2.899
65 C -2.178 -1.048 3.670
66 H 0.147 -5.070 1.116
67 H -1.137 -4.778 2.286
68 H 0.512 -4.138 2.578
69 H -0.318 -3.057 0.128
70 H -1.328 -2.960 3.408
71 H -2.006 -0.094 3.182
72 H -1.736 -1.032 4.663
73 H -3.250 -1.216 3.753

## Properties
multiplicity = 1
LUMO level = -0.2868 hartree
energy relative to the best compared isomer or geometry (same formula, charge and spin) = 1.243 eV
total charge = +2
HOMO level = -13.441 eV

C27H34Cl2FeN5O3 as an isolated structure at a distorted geometry, computed with ωB97M-V/def2-TZVPD.

Cartesian coordinates (Å):
1 O -3.222 -1.157 -2.113
2 C -3.083 -0.279 -2.993
3 C -2.197 -0.230 -4.156
4 C -0.809 -0.509 -4.127
5 H -0.300 -0.633 -3.160
6 C -0.141 -0.592 -5.354
7 H 0.926 -0.868 -5.364
8 C -0.839 -0.262 -6.532
9 H -0.288 -0.317 -7.474
10 C -2.186 0.119 -6.526
11 H -2.715 0.388 -7.439
12 C -2.855 0.190 -5.312
13 H -3.888 0.506 -5.233
14 H -3.633 0.660 -2.760
15 C -2.803 1.948 -0.501
16 C -1.409 1.990 -0.950
17 H -3.322 2.799 -0.936
18 H -2.749 2.001 0.576
19 H -3.352 1.044 -0.764
20 C -0.885 2.391 -2.207
21 C -1.234 3.766 -2.681
22 H -0.559 1.681 -2.977
23 H -1.697 3.900 -3.665
24 H -0.304 4.324 -2.633
25 H -1.910 4.175 -1.933
26 Fe 0.215 2.114 -0.526
27 Cl 1.962 2.740 -1.548
28 Cl -0.259 3.370 1.189
29 C 1.670 1.116 3.423
30 O 1.357 0.067 4.029
31 N 2.827 1.791 3.617
32 C 3.583 1.588 4.832
33 C 3.209 2.903 2.759
34 H 1.012 1.584 2.667
35 H 3.343 0.607 5.249
36 H 3.357 2.362 5.581
37 H 4.647 1.650 4.592
38 H 2.905 2.696 1.722
39 H 4.297 3.024 2.815
40 H 2.727 3.843 3.067
41 H -4.574 -1.568 4.174
42 H -5.445 -3.470 2.286
43 C -5.012 -0.902 3.424
44 C -5.711 -2.562 1.721
45 N -4.861 -1.444 2.090
46 H -4.526 0.068 3.485
47 C -3.747 -1.163 1.379
48 O -2.898 -0.337 1.746
49 H -5.591 -2.759 0.649
50 H -3.671 -1.725 0.423
51 H -6.078 -0.808 3.633
52 H -6.753 -2.309 1.942
53 N 7.900 -4.519 1.689
54 C 6.897 -3.952 1.484
55 C 5.669 -3.257 1.238
56 C 5.651 -2.199 0.322
57 C 4.452 -1.526 0.064
58 C 3.293 -1.904 0.760
59 C 3.312 -2.942 1.696
60 C 4.507 -3.628 1.928
61 N 2.082 -1.219 0.507
62 C 0.809 -1.525 1.026
63 C -0.036 -0.533 0.635
64 N 0.707 0.390 -0.106
65 C 1.976 -0.073 -0.202
66 H 6.566 -1.900 -0.198
67 H 4.415 -0.730 -0.680
68 H 2.404 -3.207 2.241
69 H 4.526 -4.448 2.646
70 H 0.610 -2.383 1.629
71 H -1.075 -0.358 0.833
72 H 2.802 0.399 -0.722

## Properties
multiplicity = 5
LUMO level (spin up / spin down) = 0.0684 / 0.0677 hartree
energy relative to the best compared isomer or geometry (same formula, charge and spin) = 4.771 eV
total charge = -1
HOMO level (spin up / spin down) = -1.808 / -3.688 eV

C27H34Cl5N6OPd as an isolated structure at a distorted geometry, computed with ωB97M-V/def2-TZVPD.

Cartesian coordinates (Å):
1 Pd -0.663 -0.070 -0.826
2 C -2.999 -2.665 2.202
3 N -2.438 -1.322 1.879
4 C -2.542 -1.074 0.546
5 C -1.310 -0.719 2.413
6 N -0.586 -0.007 1.582
7 C -0.008 1.217 1.971
8 C -0.569 1.936 3.007
9 C -0.033 3.158 3.442
10 C 1.050 3.684 2.812
11 C 1.614 3.039 1.686
12 C 2.675 3.677 1.001
13 C 3.210 3.129 -0.120
14 C 2.727 1.898 -0.588
15 C 1.723 1.217 0.060
16 N 1.271 0.016 -0.529
17 C 2.035 -0.888 -1.091
18 N 1.539 -1.670 -2.107
19 C 0.440 -1.286 -3.050
20 C 1.953 -3.057 -2.258
21 N 3.295 -1.161 -0.661
22 C 3.712 -0.865 0.697
23 C 4.378 -1.442 -1.591
24 C 1.102 1.786 1.232
25 N -1.024 -0.932 3.715
26 C 0.288 -0.641 4.266
27 C -1.996 -1.441 4.674
28 H -3.455 -3.025 1.284
29 H -3.766 -2.599 2.966
30 H -2.209 -3.348 2.512
31 H -3.709 -1.600 -0.921
32 H -1.916 -2.023 -0.976
33 H -3.022 0.086 -0.887
34 H -1.464 1.555 3.482
35 H -0.493 3.672 4.275
36 H 1.481 4.619 3.146
37 H 3.040 4.624 1.377
38 H 3.998 3.632 -0.664
39 H 3.145 1.472 -1.492
40 H 0.980 0.734 -2.738
41 H -0.406 -1.958 -2.908
42 H 0.835 -1.458 -4.059
43 H 2.559 -3.363 -1.411
44 H 2.515 -3.216 -3.180
45 H 1.062 -3.688 -2.292
46 H 2.842 -0.824 1.349
47 H 4.251 0.083 0.767
48 H 4.369 -1.668 1.035
49 H 4.009 -1.456 -2.613
50 H 4.853 -2.399 -1.365
51 H 5.134 -0.657 -1.508
52 H 1.023 -0.557 3.471
53 H 0.572 -1.460 4.929
54 H 0.286 0.289 4.837
55 H -3.007 -1.242 4.334
56 H -1.850 -0.922 5.621
57 H -1.872 -2.512 4.846
58 Cl -0.299 2.636 -3.699
59 C -0.756 0.949 -3.791
60 C 0.058 0.170 -2.853
61 C -2.525 -0.969 -2.397
62 Cl -2.568 -1.013 -0.931
63 C -2.806 -1.279 -3.692
64 Cl -3.869 -2.685 -3.691
65 C -2.432 -0.612 -4.824
66 Cl -2.999 -1.139 -6.357
67 C -1.686 0.617 -4.735
68 Cl -2.172 1.814 -5.890
69 C -3.037 2.482 -1.015
70 O -1.661 2.449 -0.589
71 H -3.575 3.274 -0.497
72 H -3.552 1.542 -0.865
73 H -3.030 2.709 -2.081
74 H -1.718 2.746 0.328

## Properties
multiplicity = 3
LUMO level (spin up / spin down) = -0.1339 / -0.1509 hartree
energy relative to the best compared isomer or geometry (same formula, charge and spin) = 23.237 eV
total charge = +1
HOMO level (spin up / spin down) = -8.888 / -9.506 eV

C27H34FN5O3SeSiTa as an isolated structure at a distorted geometry, computed with ωB97M-V/def2-TZVPD.

Cartesian coordinates (Å):
1 Ta -0.258 -1.822 -2.703
2 F -2.850 2.337 2.084
3 C -1.980 1.338 2.355
4 C -1.531 0.612 1.252
5 C -0.589 -0.419 1.381
6 C -0.132 -1.206 0.212
7 O -0.588 -0.950 -0.844
8 C 0.863 -2.320 0.387
9 C 1.324 -2.523 1.649
10 N 0.923 -1.742 2.780
11 C 1.569 -2.043 4.058
12 C 2.312 -0.808 4.592
13 C 3.101 -1.991 4.085
14 C -0.076 -0.718 2.650
15 C -0.559 -0.004 3.770
16 C -1.516 1.037 3.666
17 N -1.971 1.746 4.863
18 C -1.242 1.722 6.127
19 C -0.887 3.164 6.530
20 N -2.088 4.001 6.590
21 C -2.807 3.995 5.308
22 C -3.187 2.562 4.915
23 C 1.429 -3.251 -0.671
24 O 2.240 -4.108 -0.357
25 O 1.086 -3.171 -1.890
26 H -1.926 0.870 0.276
27 H 2.045 -3.314 1.835
28 H 0.924 -2.390 4.895
29 H 2.550 -0.740 5.671
30 H 2.551 0.029 3.899
31 H 3.421 -2.779 4.798
32 H 3.510 -1.917 3.056
33 H -0.190 -0.297 4.729
34 H -0.294 1.166 6.114
35 H -1.890 1.270 6.914
36 H -0.173 3.579 5.787
37 H -0.381 3.153 7.524
38 H -1.811 4.983 6.828
39 H -2.727 3.648 7.350
40 H -2.160 4.436 4.509
41 H -3.724 4.616 5.387
42 H -3.787 2.561 4.004
43 H -3.859 2.144 5.698
44 Se -1.168 -3.642 -5.591
45 N 0.071 -2.723 -4.670
46 C 1.225 -2.658 -5.341
47 C 2.360 -2.006 -4.865
48 C 3.514 -2.005 -5.660
49 C 3.512 -2.652 -6.910
50 C 2.355 -3.303 -7.369
51 C 1.218 -3.291 -6.561
52 N 0.054 -3.876 -6.887
53 H 2.349 -1.512 -3.902
54 H 4.405 -1.504 -5.308
55 H 4.405 -2.648 -7.519
56 H 2.346 -3.803 -8.328
57 C 0.156 1.940 -2.941
58 Si -0.792 1.102 -4.313
59 C 0.400 0.510 -5.621
60 C -1.996 2.311 -5.068
61 C -1.726 -0.357 -3.619
62 H 0.712 2.807 -3.353
63 H 0.871 1.221 -2.493
64 H -0.553 2.291 -2.163
65 H 0.957 1.377 -6.033
66 H -0.163 0.011 -6.436
67 H 1.115 -0.209 -5.171
68 H -1.440 3.178 -5.480
69 H -2.705 2.662 -4.290
70 H -2.560 1.812 -5.883
71 H -2.289 -0.857 -4.433
72 H -2.434 -0.007 -2.840
73 H 1.135 -0.624 -3.018

## Properties
multiplicity = 1
LUMO level = -0.3731 hartree
total charge = +3
HOMO level = -16.118 eV